Molecular formula: C28H112N56O28
Method: DFT, the ωB97M-V functional and the def2-TZVPD basis

Structure (XYZ):
```
224
Properties=species:S:1:pos:R:3:forces:R:3
C -2.6474 2.7031 2.6528 -1.1 -0.6 0.9
O -3.1748 2.8208 1.5144 1.4 0.1 1.6
N -1.4221 3.2143 3.0375 0.3 0.6 -1.9
N -3.3013 2.0621 3.7234 1.6 1.1 -1.1
H -0.7805 3.6656 2.3253 -1.0 -0.5 0.8
H -1.1021 3.1705 3.9939 -0.5 0.1 0.0
H -4.0307 1.4074 3.5803 -0.9 -0.3 -0.5
H -2.7346 1.8170 4.5217 0.2 0.1 0.2
C -0.1427 2.4583 -3.7148 -1.0 0.0 -1.8
O -0.9756 3.2115 -3.1954 0.5 0.4 0.7
N 0.7139 2.9575 -4.6504 1.2 -1.7 -0.3
N -0.2986 1.0984 -3.6403 2.8 -0.6 0.3
H 1.3140 2.2523 -5.1536 -0.8 1.4 1.0
H 1.0315 3.9276 -4.5357 -0.1 -0.2 -0.1
H -0.8677 0.8376 -2.8361 0.2 -0.1 -0.3
H 0.6595 0.5785 -3.7029 -2.4 1.0 0.1
C 4.7569 -1.1759 1.9742 -1.3 -1.5 -0.8
O 4.6432 -1.9906 1.0207 0.5 0.8 0.2
N 5.6690 -0.1736 1.9597 0.2 0.4 -0.6
N 3.9090 -1.3241 3.0201 0.6 0.1 -0.7
H 5.4134 0.6130 2.5305 0.2 0.4 0.2
H 6.0485 0.0820 1.0283 -0.4 -0.5 1.1
H 3.1625 -1.9975 2.9418 0.1 -0.4 -0.3
H 3.9264 -0.7798 3.8489 0.2 0.5 0.7
C -5.1423 -4.8521 0.1927 -2.3 0.3 1.6
O -6.1918 -5.0397 -0.4596 1.4 0.0 -0.4
N -3.8772 -4.9930 -0.2480 0.6 -0.4 -1.2
N -5.2842 -4.4853 1.5349 0.1 -0.3 -1.5
H -3.1990 -4.5224 0.3153 0.4 0.1 0.0
H -3.6380 -5.1222 -1.2498 -0.6 0.3 1.3
H -4.5033 -4.4627 2.1806 -0.2 0.2 -0.1
H -6.2393 -4.2398 1.7873 0.4 0.0 0.1
C 7.0698 4.1384 -2.3971 1.3 -3.4 2.2
O 6.3122 5.0553 -2.4855 -1.2 2.3 -0.9
N 8.4162 4.2756 -1.9412 -1.9 -0.6 -0.5
N 6.6238 2.8219 -2.4176 1.3 0.6 -0.2
H 8.9046 3.4086 -1.8056 0.2 -0.3 -0.1
H 8.9259 4.9324 -2.4707 0.6 0.9 -0.4
H 5.6791 2.4922 -2.6180 0.0 0.4 0.0
H 7.3417 2.1115 -2.4052 -0.1 0.0 0.1
C -4.1892 -0.7711 -0.1210 -2.4 -0.5 0.1
O -3.6046 -1.8285 -0.3630 0.4 0.7 -0.2
N -3.6618 0.4825 -0.0434 0.2 -1.0 0.1
N -5.5756 -0.8100 0.0431 0.7 0.1 -0.2
H -4.1234 1.1261 0.5984 0.3 0.0 -0.2
H -2.6873 0.3324 0.1270 1.0 0.7 0.2
H -5.8915 -1.7842 0.0042 -0.3 0.7 0.6
H -5.9342 -0.1266 0.7213 -0.2 -0.9 -0.3
C 0.3606 0.3158 0.6107 -0.5 -2.0 2.1
O -0.6213 -0.4319 0.6460 -0.5 -0.4 -0.4
N 0.3515 1.4673 -0.0080 -0.7 3.7 -1.1
N 1.4740 -0.0088 1.3368 1.0 0.0 -0.3
H -0.5434 1.9717 -0.1135 0.4 -1.0 -0.1
H 1.0211 2.1869 0.2532 0.5 -0.5 0.0
H 2.2316 0.6872 1.3028 -0.1 -0.7 0.0
H 1.6981 -1.0173 1.3859 -0.3 1.1 0.1
C -8.3894 -0.4573 -2.8984 -2.5 -1.5 -2.1
O -8.4346 -1.7034 -2.7452 0.4 1.6 0.0
N -9.2550 0.1076 -3.8862 1.4 -0.9 2.1
N -7.6618 0.3730 -2.1822 0.6 -1.4 1.4
H -9.2014 1.0772 -4.1125 0.1 0.2 -0.4
H -9.4906 -0.5904 -4.5561 -0.3 0.1 -0.6
H -7.0276 -0.0919 -1.5371 0.0 0.4 0.1
H -7.4731 1.2926 -2.4417 0.5 1.4 -0.6
C 3.8233 3.4269 1.1300 -0.4 -1.2 -1.7
O 3.2428 2.3401 0.8874 0.3 0.5 0.8
N 4.0877 3.9729 2.2954 -0.9 -1.3 2.0
N 4.2627 4.2025 0.1114 0.7 1.1 0.0
H 3.5900 3.5480 3.0745 0.5 0.5 0.0
H 4.3969 4.9313 2.2868 -0.2 0.4 0.5
H 4.5407 3.6816 -0.6877 0.2 -0.2 -0.9
H 4.9123 4.9323 0.4388 -0.5 -0.4 -0.9
C 1.3495 -3.4209 0.8055 -0.1 0.8 0.1
O 1.6344 -3.2597 2.0049 -0.3 0.0 0.3
N 2.0778 -2.7510 -0.1100 0.3 -0.2 -0.9
N 0.3084 -4.1322 0.3471 -1.2 -1.1 0.2
H 2.9463 -2.3216 0.2249 -0.3 -0.3 -0.3
H 1.7537 -2.6486 -1.0755 0.2 0.3 0.9
H 0.2591 -4.4227 -0.6290 -0.2 0.3 0.2
H -0.4497 -4.4819 0.9667 1.3 0.5 -0.5
C 4.6568 1.1232 5.8718 -0.8 -0.3 0.6
O 5.1371 2.0148 5.2048 0.1 -0.3 -0.3
N 5.1600 0.8258 7.1486 -1.5 0.3 -2.0
N 3.5117 0.3867 5.3630 1.5 1.6 0.5
H 6.0953 1.1124 7.2910 0.8 0.3 0.2
H 4.8679 -0.0080 7.5836 -0.2 -0.9 0.5
H 2.8191 0.0324 6.0326 0.2 0.3 -0.6
H 3.1675 0.9819 4.5767 -0.2 -0.8 1.3
C -0.5776 -5.3415 -3.6054 0.2 0.4 0.2
O -0.4626 -4.8307 -2.4763 -0.5 -0.6 -0.9
N -1.7673 -5.5348 -4.2678 0.3 1.1 1.3
N 0.5245 -5.7562 -4.2976 1.6 -0.8 0.7
H -2.5068 -4.8611 -4.0566 0.0 -0.3 0.0
H -1.7234 -5.9360 -5.1719 -0.1 -0.2 -0.6
H 1.3812 -5.9888 -3.7587 -1.1 0.7 -0.7
H 0.6095 -5.8135 -5.2998 -0.4 -0.1 0.2
C 3.2184 0.7811 -2.7594 1.5 1.0 -1.0
O 4.1713 1.5531 -2.7276 1.3 1.0 -0.8
N 2.6435 0.4483 -1.6703 -2.2 -1.3 3.7
N 2.7304 0.2394 -3.9011 0.6 -0.6 -1.8
H 1.7833 -0.0993 -1.6881 0.2 0.2 0.1
H 2.8712 0.9748 -0.8334 0.1 0.0 -0.2
H 3.4546 0.3471 -4.6232 -0.7 -0.1 0.3
H 2.5095 -0.7581 -3.7989 -0.2 0.3 -0.3
C 0.2416 4.4702 -0.1333 -0.7 -0.8 -1.0
O 0.4698 4.1922 1.0482 0.5 0.4 1.0
N 1.2479 4.7159 -1.0092 0.3 0.0 0.8
N -0.9959 4.3859 -0.6603 -0.6 0.4 -0.5
H 2.1394 4.4013 -0.6406 0.1 0.4 -0.5
H 1.1243 4.8567 -2.0042 -0.1 0.0 0.0
H -1.0451 4.3975 -1.6894 -0.4 -0.1 0.8
H -1.8167 4.1473 -0.0835 0.8 0.3 -0.4
C 2.4089 -3.8519 5.3310 0.1 -1.7 -1.3
O 1.9344 -2.7408 5.4472 -0.3 1.1 0.3
N 2.0507 -4.6678 4.2560 0.8 0.4 2.2
N 3.3195 -4.3241 6.2538 -0.3 -1.0 -0.7
H 1.6635 -4.1459 3.4799 -0.1 0.0 -0.4
H 2.7057 -5.3935 4.0316 0.0 -0.2 -0.2
H 3.5334 -5.3553 6.2720 -0.3 2.1 0.5
H 3.4269 -3.6480 7.0118 0.2 -1.1 -0.1
C 9.2084 -0.2256 -1.0458 0.3 -0.7 0.6
O 9.4638 0.9607 -1.2762 -0.7 -1.2 0.2
N 8.9076 -1.1854 -1.9714 -0.2 0.6 -0.1
N 9.2200 -0.7762 0.2568 -0.4 1.3 -1.4
H 8.5532 -0.8643 -2.8684 0.3 -0.4 0.3
H 8.5720 -2.0695 -1.6027 -0.1 0.2 -0.7
H 9.3913 -1.7352 0.4735 0.1 -0.4 -0.3
H 9.6295 -0.1267 0.8649 0.6 0.7 1.2
C -0.3672 -1.7261 -2.7584 -1.7 0.5 -0.2
O 0.7490 -1.3129 -2.4188 0.5 -0.6 -0.5
N -0.7259 -1.9870 -4.1022 1.3 -0.3 1.6
N -1.3981 -1.7538 -1.8970 0.1 -0.8 -1.8
H 0.1239 -2.2548 -4.5875 -0.2 -0.1 -0.4
H -1.4716 -2.6734 -4.1363 -0.1 0.0 -0.3
H -2.1723 -2.3594 -2.1355 -0.2 0.2 0.1
H -1.2890 -1.4927 -0.9544 0.4 0.3 1.2
C -4.4372 -2.5539 -3.2933 -1.9 -0.5 -1.8
O -3.4574 -3.2761 -3.4368 1.4 -1.0 0.8
N -5.6804 -3.0287 -3.0672 0.0 1.9 -0.6
N -4.3884 -1.2643 -3.6906 -1.7 1.2 1.2
H -6.5151 -2.5366 -3.4009 0.5 -0.2 0.7
H -5.7687 -3.8936 -2.6425 -0.4 -1.9 0.9
H -3.4591 -0.9974 -3.8387 1.4 0.9 -0.2
H -4.9802 -0.6002 -3.1545 0.7 -0.4 -0.7
C -0.2399 0.5460 5.1913 2.0 0.4 -1.6
O -1.0558 1.2241 5.7639 -1.2 0.4 0.7
N 0.3044 0.9808 3.9801 -0.8 0.0 0.9
N 0.3485 -0.5819 5.6783 0.7 -1.0 -1.3
H 1.0693 0.6033 3.4719 0.3 -0.9 -0.2
H -0.1820 1.7237 3.5071 -0.1 -0.1 0.0
H 0.7573 -1.3204 5.0813 0.0 1.0 0.2
H 0.0980 -0.9952 6.5354 -0.8 0.1 1.2
C 3.2925 7.4437 1.8212 0.9 1.2 1.0
O 4.2694 6.7225 1.8116 1.1 -1.5 -0.6
N 2.0336 6.9632 1.8649 0.5 1.4 0.2
N 3.5728 8.7922 1.9159 -2.0 0.1 -0.1
H 1.2792 7.5837 1.6704 -0.5 0.0 -0.1
H 1.9499 5.9933 1.6920 -0.5 -1.0 -0.2
H 4.4791 9.1014 1.6775 0.9 -0.1 0.0
H 2.9620 9.4779 2.3197 -0.3 -0.1 -0.2
C -8.5804 -2.6793 0.8082 0.6 -1.3 0.0
O -7.9678 -2.8018 1.8608 0.5 -0.1 1.0
N -8.7592 -3.7134 -0.0561 0.8 -1.4 0.3
N -9.0804 -1.4875 0.4342 -1.3 1.5 -0.9
H -9.0184 -3.3682 -0.9409 -0.3 -0.1 -1.4
H -8.1075 -4.5621 -0.0755 -0.9 2.0 0.3
H -9.6742 -1.3360 -0.3903 0.7 -0.6 0.6
H -9.2814 -0.8214 1.1632 0.4 0.1 0.1
C -2.5398 -2.8409 3.2457 0.9 0.1 0.1
O -2.8031 -4.0200 3.0387 -0.5 -0.1 0.0
N -2.5812 -1.8728 2.3025 -1.6 -1.5 -0.8
N -2.1625 -2.4122 4.5065 -0.2 -0.4 -0.7
H -1.8374 -1.2547 2.2810 1.7 1.8 0.0
H -2.7788 -2.2254 1.3638 -0.1 0.2 0.3
H -1.4761 -1.6745 4.5616 0.0 -0.1 0.2
H -2.0036 -3.2421 5.0401 0.4 0.0 0.7
C 2.9956 5.4326 -3.5872 -0.9 -0.9 -0.3
O 1.7660 5.5270 -3.9112 2.4 -0.4 0.3
N 3.8809 4.4720 -4.0401 -1.2 -0.6 -1.5
N 3.5416 6.2299 -2.6460 0.1 0.4 0.1
H 4.8173 4.3859 -3.6818 0.0 0.5 0.3
H 3.6707 3.8056 -4.8078 -0.3 1.1 1.1
H 4.5285 6.1133 -2.3930 -0.7 0.3 0.0
H 2.9143 6.8954 -2.2032 0.5 -0.3 -0.1
C 6.1633 -3.0708 -1.7819 0.6 -1.5 0.0
O 6.9899 -3.5411 -2.5551 0.9 0.2 -1.0
N 5.6332 -1.8708 -1.9432 -0.4 3.0 -0.9
N 5.7222 -3.8634 -0.7842 -0.5 -0.9 1.0
H 6.0858 -1.2952 -2.6997 -1.0 -0.9 1.4
H 5.0109 -1.4209 -1.2528 0.6 -0.5 -0.6
H 6.2764 -4.7053 -0.6747 -0.1 0.3 -0.1
H 5.3823 -3.4523 0.0695 -0.3 0.3 0.2
C -4.1676 2.5136 -3.1193 1.3 0.1 -1.2
O -5.2355 1.9700 -2.8540 -0.1 0.3 -0.1
N -3.4533 3.3485 -2.2554 0.2 -1.4 -2.1
N -3.5179 2.2931 -4.3634 -1.0 0.4 2.0
H -2.4684 3.0035 -2.3463 -0.7 1.0 0.6
H -3.8877 3.3392 -1.3706 -0.2 -0.1 1.3
H -2.6415 2.7116 -4.6493 -0.3 0.0 0.4
H -4.0049 1.6634 -4.9571 -0.1 -0.3 -0.5
C -5.9528 -0.6439 4.6409 1.2 -0.5 0.0
O -5.8097 0.5856 4.5968 0.5 -0.7 0.1
N -4.8817 -1.5378 4.9008 -3.4 2.4 0.2
N -7.2037 -1.1732 4.4269 1.0 -0.4 0.0
H -4.0151 -1.2139 4.5517 0.8 -0.3 0.0
H -5.2003 -2.4754 4.8771 0.6 -1.0 -0.2
H -7.2530 -2.0419 3.8787 -0.2 0.7 0.2
H -7.6799 -0.3820 4.0356 -1.1 -0.2 -0.3
C -7.3276 2.0284 1.3169 -1.9 0.4 -0.3
O -8.3427 1.4746 1.6803 -1.4 -0.5 -0.4
N -6.2375 1.9209 2.0389 2.5 0.0 1.3
N -7.2250 2.8582 0.2220 -0.3 -0.3 -1.1
H -5.6651 2.7475 2.0331 0.6 0.0 0.1
H -6.4212 1.5296 2.9589 0.4 0.0 0.1
H -6.3722 2.6802 -0.3116 -0.3 0.3 0.0
H -8.0754 2.7934 -0.3453 0.6 0.1 0.2
C 3.4659 -3.3715 -4.0949 2.2 -0.6 -1.3
O 3.0652 -2.3848 -4.6912 -0.2 -0.4 -0.1
N 2.8089 -3.9704 -3.0707 0.5 -0.1 -0.6
N 4.6886 -4.0543 -4.4792 -1.8 1.3 0.8
H 2.0351 -3.4170 -2.7720 -0.5 0.0 0.4
H 3.4338 -4.3766 -2.4006 -0.3 -0.1 0.7
H 5.0402 -4.5720 -3.6801 0.5 0.0 -0.4
H 5.3700 -3.3847 -4.8434 -0.3 -0.5 0.2
```
Positions in Å, forces in eV/Å.

Output
relative energy (zero: lowest compared OMol25 entry of this formula, charge and spin): 0.0000 eV
Kohn-Sham gap: 8.94 eV
multiplicity: 1
charge: 0
E_tot: -171665.181 eV



Molecular formula: C28H13Br4CaCl2N6O4Se
Method: DFT, the ωB97M-V functional and the def2-TZVPD basis

Structure (XYZ):
```
59
Properties=species:S:1:pos:R:3:forces:R:3
Ca 0.0496 0.5896 0.4085 0.3 0.4 -0.1
Cl -5.9505 -2.1169 4.4531 0.0 0.0 0.0
C -4.8339 -1.3996 3.3210 0.1 0.0 0.1
C -5.3303 -0.6250 2.2728 0.0 0.1 -0.1
C -4.4635 -0.0574 1.3793 -0.1 0.0 0.0
Cl -5.1099 0.8953 0.0722 0.0 0.0 0.0
C -3.0399 -0.1997 1.4448 0.1 0.0 0.0
O -2.2862 0.3601 0.5930 -0.1 -0.2 0.0
C -2.5817 -1.0160 2.5314 0.0 -0.1 0.2
C -1.1857 -1.3344 2.7881 -0.1 0.0 -0.1
O -0.2052 -1.0149 2.1388 0.0 -0.1 0.0
C -3.4837 -1.5884 3.4439 -0.1 0.0 0.0
H -6.3946 -0.4681 2.1621 0.0 0.0 0.0
H -1.0371 -1.9685 3.6822 0.0 0.0 0.0
H -3.0928 -2.1879 4.2569 0.0 0.0 0.0
Se 3.2861 -5.9577 -3.6002 -0.1 0.4 0.0
N 1.6882 -5.1409 -3.6672 0.1 -0.2 0.1
C 1.7249 -4.1553 -2.8195 0.0 0.1 0.0
C 0.5941 -3.2613 -2.5719 0.0 -0.1 -0.1
C -0.6211 -3.3902 -3.2425 0.0 0.1 0.1
C -1.6318 -2.4985 -2.9544 0.0 0.0 0.0
C -1.3972 -1.5058 -2.0049 0.0 0.0 0.1
N -0.2458 -1.3756 -1.3629 -0.2 0.0 0.0
C 0.7377 -2.2359 -1.6360 0.2 0.0 0.0
C 2.0155 -2.0407 -0.9105 -0.1 -0.1 -0.1
N 2.0566 -1.0252 -0.0513 0.1 0.1 0.1
C 3.1898 -0.7712 0.5854 0.0 0.0 -0.1
C 4.3353 -1.5498 0.4179 0.0 0.0 0.0
C 4.2961 -2.6144 -0.4555 0.0 0.1 0.1
C 3.1122 -2.8704 -1.1469 0.0 0.0 -0.1
C 2.9792 -3.9596 -2.1111 -0.1 0.1 0.0
N 3.9358 -4.7932 -2.3982 0.0 -0.2 0.0
H -0.7460 -4.1799 -3.9708 0.0 0.0 0.0
H -2.5929 -2.5542 -3.4455 0.0 0.0 0.0
H -2.1612 -0.7855 -1.7332 0.0 0.0 0.0
H 3.1786 0.1054 1.2215 0.0 0.0 0.0
H 5.2341 -1.2979 0.9624 0.0 0.0 0.0
H 5.1590 -3.2441 -0.6253 0.0 0.0 0.0
Br 2.2925 6.3675 4.1626 0.0 0.0 0.0
C 2.1896 4.9832 2.8705 -0.1 0.0 0.1
C 3.1332 4.8823 1.8740 0.1 -0.1 -0.1
Br 4.5656 6.1177 1.7539 0.0 0.0 0.0
C 3.0272 3.8405 0.9292 0.0 0.1 0.1
Br 4.3072 3.6266 -0.4617 0.0 0.0 0.0
C 1.9974 2.9058 0.9546 0.0 0.0 0.0
O 1.8913 1.9351 0.1020 -0.1 -0.2 0.1
C 0.9986 3.0098 2.0130 0.1 0.1 0.0
O 0.0511 2.1359 2.0487 0.0 -0.2 -0.1
C 1.1365 4.0479 2.9332 0.1 0.1 0.0
Br -0.1848 4.1301 4.2922 0.0 0.0 0.0
N -2.2056 2.2172 -1.4618 0.1 0.0 0.0
C -2.5823 3.0544 -2.4403 -0.1 0.0 0.0
C -1.4420 3.3988 -3.1359 -0.1 0.0 0.0
C -0.4082 2.7095 -2.4818 0.1 0.1 0.1
N -0.8860 2.0014 -1.4713 0.0 -0.2 0.0
H -2.7362 1.7462 -0.7308 0.0 0.0 0.0
H -3.6135 3.3423 -2.5531 0.0 0.0 0.0
H -1.3704 4.0654 -3.9765 0.0 0.0 0.0
H 0.6570 2.7164 -2.6484 0.0 0.0 -0.1
```
Positions in Å, forces in eV/Å.

Output
relative energy (zero: lowest compared OMol25 entry of this formula, charge and spin): 0.0000 eV
Kohn-Sham gap: 4.20 eV
multiplicity: 1
charge: -1
E_tot: -435385.088 eV